{
  "formula": "C64H160N10O22",
  "method": "ωB97M-V/def2-TZVPD",
  "e_lumo_ev": 0.6883,
  "smiles": "COCCNCCOC.COCCNCCOC.COCCNCCOC.COCCNCCOC.COCCNCCOC.COCCNCCOC.COCCNCCOC.COCCNCCOC.COCCNCCOC.COCCNCCOC.COCCOC",
  "homo_ev": -8.32,
  "orbital_gap_ev": 9.01,
  "spin_multiplicity": 1,
  "symbols": ["C", "O", "C", "C", "N", "C", "C", "O", "C", "H", "H", "H", "H", "H", "H", "H", "H", "H", "H", "H", "H", "H", "H", "H", "C", "O", "C", "C", "N", "C", "C", "O", "C", "H", "H", "H", "H", "H", "H", "H", "H", "H", "H", "H", "H", "H", "H", "H", "C", "O", "C", "C", "N", "C", "C", "O", "C", "H", "H", "H", "H", "H", "H", "H", "H", "H", "H", "H", "H", "H", "H", "H", "C", "O", "C", "C", "N", "C", "C", "O", "C", "H", "H", "H", "H", "H", "H", "H", "H", "H", "H", "H", "H", "H", "H", "H", "C", "O", "C", "C", "N", "C", "C", "O", "C", "H", "H", "H", "H", "H", "H", "H", "H", "H", "H", "H", "H", "H", "H", "H", "C", "O", "C", "C", "N", "C", "C", "O", "C", "H", "H", "H", "H", "H", "H", "H", "H", "H", "H", "H", "H", "H", "H", "H", "C", "O", "C", "C", "N", "C", "C", "O", "C", "H", "H", "H", "H", "H", "H", "H", "H", "H", "H", "H", "H", "H", "H", "H", "C", "O", "C", "C", "N", "C", "C", "O", "C", "H", "H", "H", "H", "H", "H", "H", "H", "H", "H", "H", "H", "H", "H", "H", "C", "O", "C", "C", "N", "C", "C", "O", "C", "H", "H", "H", "H", "H", "H", "H", "H", "H", "H", "H", "H", "H", "H", "H", "C", "O", "C", "C", "N", "C", "C", "O", "C", "H", "H", "H", "H", "H", "H", "H", "H", "H", "H", "H", "H", "H", "H", "H", "C", "O", "C", "C", "O", "C", "H", "H", "H", "H", "H", "H", "H", "H", "H", "H"],
  "coordinates": [[-6.983, 7.215, 3.112], [-5.936, 6.421, 2.765], [-4.698, 7.162, 2.584], [-3.570, 6.117, 2.390], [-3.865, 5.253, 1.242], [-2.799, 4.365, 0.721], [-1.498, 5.036, 0.294], [-0.601, 5.007, 1.412], [0.734, 5.112, 1.107], [-7.184, 8.040, 2.448], [-6.907, 7.559, 4.206], [-7.927, 6.649, 3.216], [-4.562, 7.886, 3.417], [-4.677, 7.785, 1.666], [-3.291, 5.612, 3.364], [-2.612, 6.620, 2.129], [-4.718, 4.776, 1.327], [-3.285, 3.887, -0.145], [-2.586, 3.552, 1.412], [-1.642, 6.054, -0.017], [-1.090, 4.562, -0.578], [1.010, 4.374, 0.344], [1.293, 5.024, 2.004], [0.996, 6.068, 0.605], [0.633, -8.161, 2.031], [-0.120, -7.077, 1.702], [0.649, -6.148, 0.953], [0.432, -6.327, -0.601], [1.623, -5.885, -1.369], [1.751, -4.446, -1.356], [2.757, -4.050, -2.425], [3.319, -2.740, -2.252], [2.468, -1.703, -2.666], [-0.152, -8.914, 2.264], [1.237, -7.919, 2.988], [1.295, -8.562, 1.276], [1.776, -6.284, 1.111], [0.536, -5.052, 1.227], [-0.458, -5.773, -0.889], [0.371, -7.451, -0.772], [2.469, -6.324, -0.873], [2.064, -4.035, -0.414], [0.779, -3.974, -1.558], [2.200, -4.143, -3.408], [3.670, -4.703, -2.526], [2.781, -0.629, -2.363], [1.452, -1.813, -2.176], [2.395, -1.675, -3.780], [-3.232, -4.498, 3.877], [-2.387, -4.022, 2.873], [-2.531, -4.732, 1.682], [-3.894, -4.488, 0.989], [-3.984, -3.106, 0.557], [-5.328, -2.831, 0.079], [-5.460, -1.323, -0.039], [-5.223, -0.797, 1.222], [-5.506, 0.569, 1.308], [-3.121, -5.595, 4.021], [-4.278, -4.213, 3.697], [-2.889, -3.911, 4.702], [-2.360, -5.801, 1.854], [-1.764, -4.287, 0.971], [-4.658, -4.713, 1.727], [-3.974, -5.152, 0.106], [-3.848, -2.397, 1.305], [-6.170, -3.214, 0.705], [-5.529, -3.269, -0.922], [-6.376, -1.051, -0.459], [-4.604, -0.961, -0.730], [-5.454, 0.957, 2.363], [-6.623, 0.739, 0.947], [-4.834, 1.158, 0.624], [-4.717, 0.764, -3.303], [-5.831, 1.219, -2.490], [-5.498, 2.469, -1.974], [-6.744, 2.989, -1.249], [-6.291, 3.991, -0.230], [-7.389, 4.616, 0.496], [-7.603, 3.935, 1.866], [-7.819, 2.570, 1.737], [-8.341, 2.058, 2.953], [-4.876, 1.064, -4.326], [-4.565, -0.315, -3.146], [-3.729, 1.189, -3.121], [-5.047, 3.183, -2.640], [-4.748, 2.295, -1.176], [-7.194, 2.179, -0.699], [-7.419, 3.505, -1.993], [-5.768, 4.752, -0.707], [-8.334, 4.522, -0.112], [-7.245, 5.702, 0.625], [-8.481, 4.428, 2.355], [-6.737, 4.146, 2.558], [-8.955, 2.810, 3.500], [-7.523, 1.939, 3.578], [-8.884, 1.088, 2.843], [5.757, 4.895, -2.752], [4.516, 5.663, -2.719], [3.359, 5.141, -2.136], [2.168, 5.972, -2.520], [2.019, 5.961, -3.962], [1.097, 6.898, -4.539], [-0.223, 6.249, -5.068], [-0.952, 5.723, -3.947], [-1.859, 4.670, -4.211], [6.420, 5.664, -3.146], [5.653, 4.069, -3.393], [6.066, 4.650, -1.767], [3.477, 5.198, -1.010], [3.217, 4.091, -2.513], [2.226, 7.021, -2.154], [1.257, 5.517, -2.098], [2.961, 6.033, -4.357], [1.393, 7.511, -5.380], [0.697, 7.656, -3.797], [0.070, 5.365, -5.646], [-0.871, 6.893, -5.645], [-2.134, 4.300, -3.192], [-1.415, 3.767, -4.721], [-2.776, 5.017, -4.808], [0.308, 0.568, -5.615], [-1.058, 0.862, -5.411], [-1.909, -0.298, -5.246], [-1.732, -1.009, -3.867], [-2.393, -2.264, -3.907], [-2.797, -2.775, -2.628], [-3.149, -4.245, -2.893], [-1.969, -4.961, -3.015], [-2.139, -6.366, -3.364], [0.825, 1.530, -5.876], [0.412, -0.104, -6.456], [0.775, 0.147, -4.741], [-1.667, -0.998, -6.058], [-2.901, 0.095, -5.447], [-2.114, -0.419, -3.052], [-0.663, -1.131, -3.701], [-1.707, -2.939, -4.246], [-3.715, -2.228, -2.263], [-1.973, -2.759, -1.903], [-3.661, -4.282, -3.832], [-3.774, -4.596, -2.040], [-1.129, -6.827, -3.359], [-2.537, -6.481, -4.353], [-2.713, -6.880, -2.576], [2.098, -0.701, 6.410], [0.706, -0.867, 6.347], [0.080, 0.233, 5.801], [-1.444, 0.048, 5.705], [-2.158, 1.315, 5.464], [-2.767, 1.329, 4.136], [-3.579, 2.601, 4.031], [-4.617, 2.626, 4.988], [-5.162, 3.912, 5.210], [2.641, -1.600, 6.654], [2.312, 0.050, 7.167], [2.489, -0.346, 5.475], [0.407, 0.453, 4.769], [0.209, 1.178, 6.435], [-1.852, -0.350, 6.679], [-1.616, -0.672, 4.904], [-2.896, 1.374, 6.146], [-3.554, 0.534, 4.006], [-1.943, 1.287, 3.373], [-3.937, 2.911, 3.084], [-2.861, 3.394, 4.343], [-6.086, 3.714, 5.795], [-5.299, 4.495, 4.249], [-4.519, 4.567, 5.740], [2.343, -1.971, 1.743], [0.998, -2.378, 1.759], [0.075, -1.569, 2.536], [-1.072, -1.185, 1.646], [-0.741, -0.023, 0.815], [-1.756, 0.170, -0.199], [-1.298, 1.284, -1.067], [-0.118, 0.787, -1.757], [0.675, 1.848, -2.313], [2.876, -2.893, 1.750], [2.569, -1.342, 2.556], [2.573, -1.409, 0.835], [0.562, -0.693, 2.947], [-0.216, -2.138, 3.425], [-2.010, -0.957, 2.138], [-1.342, -2.031, 0.951], [0.186, -0.218, 0.484], [-2.746, 0.359, 0.318], [-1.966, -0.746, -0.791], [-1.042, 2.194, -0.626], [-2.138, 1.508, -1.760], [1.180, 2.353, -1.490], [0.044, 2.535, -2.859], [1.434, 1.387, -2.982], [3.043, 1.284, 0.683], [4.326, 1.419, 0.073], [5.052, 0.228, -0.192], [6.232, 0.643, -1.043], [6.039, 1.252, -2.322], [5.574, 0.308, -3.329], [5.117, 1.039, -4.572], [3.929, 1.814, -4.184], [3.462, 2.775, -5.117], [2.273, 0.842, 0.003], [2.710, 2.232, 1.038], [3.144, 0.567, 1.513], [4.407, -0.492, -0.749], [5.424, -0.187, 0.713], [6.922, -0.202, -0.962], [6.740, 1.426, -0.464], [5.439, 2.062, -2.332], [4.813, -0.418, -3.001], [6.431, -0.242, -3.686], [4.772, 0.359, -5.349], [5.970, 1.624, -4.889], [4.186, 3.582, -5.234], [2.557, 3.135, -4.637], [3.276, 2.224, -6.074], [8.192, -2.759, -0.810], [7.394, -3.505, 0.086], [6.036, -3.182, -0.116], [5.179, -4.257, 0.460], [5.252, -5.527, -0.269], [4.961, -6.597, 0.633], [4.569, -7.874, -0.179], [3.457, -8.600, 0.401], [3.219, -9.740, -0.473], [8.154, -3.110, -1.834], [9.195, -2.846, -0.486], [7.908, -1.716, -0.730], [5.771, -3.013, -1.173], [5.853, -2.273, 0.467], [4.157, -3.888, 0.591], [5.560, -4.378, 1.492], [6.151, -5.622, -0.777], [4.044, -6.390, 1.162], [5.696, -6.760, 1.439], [5.485, -8.453, -0.327], [4.318, -7.526, -1.187], [4.106, -10.272, -0.786], [2.718, -9.396, -1.371], [2.597, -10.434, 0.130], [5.346, 0.833, 4.377], [5.071, 0.057, 3.219], [5.560, -1.256, 3.232], [7.048, -1.416, 3.066], [7.472, -0.933, 1.831], [8.753, -0.362, 1.826], [6.414, 1.017, 4.513], [4.989, 0.298, 5.269], [4.867, 1.821, 4.294], [5.132, -1.642, 2.278], [5.074, -1.905, 3.956], [7.317, -2.467, 3.079], [7.602, -0.954, 3.878], [8.857, 0.168, 0.865], [9.515, -1.146, 1.832], [8.941, 0.307, 2.665]]
}

---

{
  "formula": "C4H10NP",
  "method": "ωB97M-V/def2-TZVPD",
  "e_lumo_ev": 0.8285,
  "relative_energy_kj_mol": 312.31,
  "homo_ev": -8.06,
  "orbital_gap_ev": 8.89,
  "spin_multiplicity": 1,
  "symbols": ["C", "C", "C", "C", "N", "P", "H", "H", "H", "H", "H", "H", "H", "H", "H", "H"],
  "coordinates": [[0.684, -0.434, -0.168], [1.798, -0.141, -1.065], [-0.310, -1.081, 1.907], [-1.152, 0.238, -1.108], [0.737, -0.828, 0.976], [-0.892, 2.007, -0.734], [1.438, -0.748, -1.863], [2.631, -0.347, -0.479], [1.864, 0.974, -1.286], [-1.004, -0.199, 1.986], [0.334, -1.355, 2.790], [-0.943, -1.907, 1.558], [-0.870, 0.026, -2.157], [-2.018, -0.286, -0.783], [-0.234, 1.699, 0.399], [-2.062, 2.382, 0.028]]
}

---

{
  "formula": "C14H3Cl24NO3S",
  "method": "ωB97M-V/def2-TZVPD",
  "e_lumo_ev": -0.9869,
  "smiles": "C#CCC1=C(N=C=S)C(=O)OC1=O.ClC(Cl)(Cl)Cl.ClC(Cl)(Cl)Cl.ClC(Cl)(Cl)Cl.ClC(Cl)(Cl)Cl.ClC(Cl)(Cl)Cl.ClC(Cl)(Cl)Cl",
  "homo_ev": -10.36,
  "orbital_gap_ev": 9.38,
  "spin_multiplicity": 1,
  "symbols": ["C", "C", "C", "C", "C", "N", "C", "S", "C", "O", "O", "C", "O", "H", "H", "H", "Cl", "C", "Cl", "Cl", "Cl", "Cl", "C", "Cl", "Cl", "Cl", "Cl", "C", "Cl", "Cl", "Cl", "Cl", "C", "Cl", "Cl", "Cl", "Cl", "C", "Cl", "Cl", "Cl", "Cl", "C", "Cl", "Cl", "Cl"],
  "coordinates": [[-4.694, -1.398, -4.805], [-3.592, -1.223, -4.375], [-2.256, -0.928, -3.866], [-1.378, -2.116, -3.612], [-0.107, -2.025, -3.218], [0.585, -0.801, -2.962], [0.328, -0.380, -1.838], [-0.048, 0.170, -0.440], [0.441, -3.409, -3.101], [1.459, -3.822, -2.655], [-0.530, -4.271, -3.591], [-1.705, -3.561, -3.734], [-2.767, -4.073, -3.867], [-5.670, -1.418, -5.226], [-1.746, -0.325, -4.624], [-2.326, -0.294, -2.981], [-0.950, 2.306, 1.694], [-1.447, 3.845, 0.949], [-3.195, 3.908, 0.754], [-0.911, 5.161, 1.987], [-0.692, 3.966, -0.648], [5.775, -1.393, -2.543], [4.862, -2.193, -3.826], [4.803, -3.927, -3.518], [3.216, -1.554, -3.855], [5.646, -1.894, -5.383], [-5.299, 3.583, 4.930], [-4.331, 2.107, 5.017], [-5.383, 0.699, 4.841], [-3.127, 2.120, 3.722], [-3.492, 2.045, 6.568], [2.132, 5.039, 0.916], [3.144, 6.061, 1.939], [3.091, 7.722, 1.343], [2.529, 6.011, 3.597], [4.809, 5.475, 1.911], [-0.094, 3.858, 6.747], [-0.238, 4.125, 8.488], [0.920, 3.101, 9.340], [0.092, 5.820, 8.853], [-1.878, 3.720, 9.008], [1.967, -9.061, -2.692], [2.806, -7.968, -1.588], [3.936, -8.891, -0.591], [3.691, -6.757, -2.516], [1.627, -7.163, -0.549]]
}